Record 1
Computed, not measured: an isolated ion of composition C3H9N2O and charge +1 at a distorted geometry, with the ωB97M-V functional and the def2-TZVPD basis.

```
! RIJCOSX wB97M-V def2-TZVPD def2/J DEFGRID3
* xyz 1 1
C -0.906 2.032 0.334
N -1.344 0.661 0.371
C -0.514 -0.401 0.360
O -0.900 -1.517 0.699
C 0.750 -0.423 -0.509
N 1.357 -1.808 -0.289
H -0.352 2.349 1.224
H -1.807 2.659 0.246
H -0.376 2.334 -0.581
H -2.259 0.421 0.719
H 1.594 0.265 -0.450
H 0.311 -0.402 -1.516
H 2.046 -1.794 0.463
H 1.844 -2.018 -1.157
H 0.557 -2.359 0.087
*
```

Values from the calculation:
- orbital gap (eV) = 10.72
- energy relative to the best compared isomer or geometry (same formula, charge and spin) (kcal per mole) = 24.1

=====

Record 2
Computed, not measured: a 2-piece molecular cluster, C5H11N3 overall at a distorted geometry, with the ωB97M-V functional and the def2-TZVPD basis.

```
! RIJCOSX wB97M-V def2-TZVPD def2/J DEFGRID3
* xyz 2 1
C 1.576 -2.229 0.030
C 0.603 -0.238 -0.615
C -1.455 2.130 1.325
C -3.073 1.891 -0.695
C -2.247 2.108 0.238
N 2.373 -3.249 0.237
N 0.569 1.050 -0.634
N 1.789 -1.005 -0.360
H 0.473 -2.539 -0.018
H -1.520 2.883 2.141
H -0.864 1.308 1.657
H -4.164 1.880 -0.355
H -2.997 1.943 -1.773
H -0.289 -0.883 -0.620
H 2.033 -4.277 0.438
H 3.359 -3.285 0.371
H -0.313 1.627 -0.365
H 1.441 1.497 -0.629
H 2.707 -0.613 -0.375
*
```

Values from the calculation:
- orbital gap (eV) = 6.44
- energy relative to the best compared isomer or geometry (same formula, charge and spin) (kcal per mole) = 115.2

=====

no.,HOMO (Eh),calculated total energy (Ha)
1,-0.5273,-304.21191
2,-0.5902,-360.61923